Record 1
C5H8O2 | the ωB97M-V functional and the def2-TZVPD basis

## Properties
HOMO level = -9.17 eV
E_tot = -345.64971 hartree
Spin multiplicity = 1
Energy relative to the best compared isomer or geometry (same formula, charge and spin) = 407.6 kJ/mol
Orbital gap = 10.15 eV
SMILES = C[C@H]1OC12COC2

The geometry in XYZ format:
```
15
C5H8O2, DFT the ωB97M-V functional and the def2-TZVPD basis
C 2.159 -0.313 0.482
C 0.943 0.580 0.508
O 0.589 1.138 -0.742
C -0.369 0.285 -0.211
C -1.788 0.869 -0.092
O -2.337 -0.395 -0.495
C -1.040 -0.998 -0.634
H 2.216 -0.927 1.383
H 2.128 -0.950 -0.411
H 3.101 0.256 0.433
H 0.273 0.728 1.344
H -2.206 1.237 0.856
H -1.930 1.646 -0.862
H -0.805 -1.326 -1.642
H -0.933 -1.828 0.084
```

***

Record 2
C5H8O2 | the ωB97M-V functional and the def2-TZVPD basis

## Properties
HOMO level = -8.98 eV
E_tot = -345.73862 hartree
Spin multiplicity = 1
Energy relative to the best compared isomer or geometry (same formula, charge and spin) = 174.2 kJ/mol
Orbital gap = 9.79 eV
SMILES = C=C(O)[C@H]1C[C@@H]1O

The geometry in XYZ format:
```
15
C5H8O2, DFT the ωB97M-V functional and the def2-TZVPD basis
C -1.889 -0.536 -0.956
C -0.988 -0.634 0.023
O -1.271 -1.043 1.293
C 0.462 -0.342 -0.145
C 0.910 0.938 -0.804
C 1.125 0.743 0.656
O 2.449 0.558 1.052
H -2.938 -0.781 -0.804
H -1.576 -0.217 -1.943
H -2.213 -1.257 1.345
H 1.087 -1.214 -0.328
H 0.144 1.641 -1.117
H 1.794 0.892 -1.429
H 0.500 1.317 1.341
H 2.441 -0.059 1.795
```

***

Record 3
C5H8O2 | the ωB97M-V functional and the def2-TZVPD basis

## Properties
HOMO level (alpha / beta) = -9.94 / -8.02 eV
E_tot = -345.65157 hartree
Spin multiplicity = 1
Energy relative to the best compared isomer or geometry (same formula, charge and spin) = 402.7 kJ/mol
Orbital gap (alpha / beta) = 9.82 / 6.16 eV

The geometry in XYZ format:
```
15
C5H8O2, DFT the ωB97M-V functional and the def2-TZVPD basis
O 1.656 -0.676 -1.044
C 1.099 -0.292 0.175
C 0.680 1.210 0.133
C -0.761 1.224 -0.183
C -1.424 0.013 0.108
C -0.257 -1.105 0.372
O -0.471 -1.986 -0.570
H 1.016 -1.367 -1.351
H 1.817 -0.465 0.995
H 0.828 1.679 1.117
H 1.272 1.769 -0.600
H -1.200 2.000 -0.816
H -2.174 -0.057 0.900
H -1.935 -0.301 -0.833
H -0.332 -1.484 1.418
```

***

Record 4
C5H8O2 | the ωB97M-V functional and the def2-TZVPD basis

## Properties
HOMO level = -8.69 eV
E_tot = -345.73048 hartree
Spin multiplicity = 1
Energy relative to the best compared isomer or geometry (same formula, charge and spin) = 195.5 kJ/mol
Orbital gap = 9.53 eV
SMILES = C=C(O)/C(O)=C\C

The geometry in XYZ format:
```
15
C5H8O2, DFT the ωB97M-V functional and the def2-TZVPD basis
C 0.496 -1.787 -0.880
C -0.380 -0.827 -0.638
O -1.572 -0.493 -1.510
C -0.684 -0.068 0.531
O -1.754 -0.489 1.291
C 0.102 0.931 0.987
C 1.330 1.488 0.347
H 1.214 -2.103 -0.130
H 0.497 -2.294 -1.840
H -1.777 0.454 -1.420
H -2.259 -1.126 0.756
H -0.169 1.368 1.946
H 2.208 1.294 0.971
H 1.225 2.573 0.238
H 1.521 1.079 -0.648
```

***

Record 5
C5H8O2 | the ωB97M-V functional and the def2-TZVPD basis

## Properties
HOMO level = -9.06 eV
E_tot = -345.71512 hartree
Spin multiplicity = 1
Energy relative to the best compared isomer or geometry (same formula, charge and spin) = 235.9 kJ/mol
Orbital gap = 9.84 eV

The geometry in XYZ format:
```
15
C5H8O2, DFT the ωB97M-V functional and the def2-TZVPD basis
C -0.713 -0.681 1.656
C -0.431 0.123 0.426
C 0.671 1.128 0.243
C 0.566 -0.063 -0.673
O 1.544 -1.029 -0.793
C -0.612 0.115 -1.614
O -1.486 0.406 -0.498
H -0.947 -0.056 2.524
H 0.162 -1.296 1.894
H -1.557 -1.350 1.468
H 0.442 2.131 -0.113
H 1.476 1.057 0.971
H 2.366 -0.590 -1.047
H -0.578 0.931 -2.347
H -0.902 -0.825 -2.098
```

***

Record 6
C5H8O2 | the ωB97M-V functional and the def2-TZVPD basis

## Properties
HOMO level = -10.19 eV
E_tot = -345.72090 hartree
Spin multiplicity = 1
Energy relative to the best compared isomer or geometry (same formula, charge and spin) = 220.7 kJ/mol
Orbital gap = 11.13 eV
SMILES = O[C@H]1C[C@]2(CO2)C1

The geometry in XYZ format:
```
15
C5H8O2, DFT the ωB97M-V functional and the def2-TZVPD basis
O 0.794 -0.742 -2.164
C 1.125 -0.106 -0.953
C 0.698 -0.920 0.301
C -0.449 0.077 0.492
C -1.372 0.320 1.597
O -1.800 -0.336 0.405
C 0.155 1.034 -0.536
H -0.160 -0.904 -2.149
H 2.180 0.166 -1.032
H 0.397 -1.943 0.054
H 1.417 -0.942 1.128
H -1.341 -0.306 2.490
H -1.788 1.317 1.750
H -0.523 1.403 -1.315
H 0.665 1.883 -0.068
```

***

Record 7
C5H8O2 | the ωB97M-V functional and the def2-TZVPD basis

## Properties
HOMO level = -9.53 eV
E_tot = -345.70062 hartree
Spin multiplicity = 1
Energy relative to the best compared isomer or geometry (same formula, charge and spin) = 273.9 kJ/mol
Orbital gap = 10.02 eV
SMILES = C#CC(=C)CO.O

The geometry in XYZ format:
```
15
C5H8O2, DFT the ωB97M-V functional and the def2-TZVPD basis
C 2.494 0.155 -0.236
C 1.390 0.032 0.232
C 0.053 -0.123 0.741
C -0.366 -1.304 1.207
C -0.835 1.112 0.677
O -0.453 2.014 -0.322
H 3.478 0.285 -0.629
H -1.386 -1.436 1.561
H 0.299 -2.161 1.256
H -0.760 1.654 1.626
H -1.881 0.786 0.565
H -0.352 1.500 -1.135
O -0.792 -0.567 -2.031
H -0.990 -1.097 -1.246
H 0.100 -0.851 -2.264
```

***

Record 8
C5H8O2 | the ωB97M-V functional and the def2-TZVPD basis

## Properties
HOMO level = -8.71 eV
E_tot = -345.64999 hartree
Spin multiplicity = 1
Energy relative to the best compared isomer or geometry (same formula, charge and spin) = 406.9 kJ/mol
Orbital gap = 9.48 eV

The geometry in XYZ format:
```
15
C5H8O2, DFT the ωB97M-V functional and the def2-TZVPD basis
O 2.661 0.430 -0.260
C 1.522 1.003 0.023
C 0.395 0.579 -0.902
C -0.624 -0.140 -0.017
C -1.984 0.354 0.204
O -1.728 -0.741 -0.670
C 0.142 -0.914 1.026
H 2.640 -0.134 -1.065
H 0.861 -0.191 1.420
H 0.693 -0.112 -1.719
H -0.010 1.495 -1.344
H -2.514 0.095 1.122
H -2.313 1.277 -0.274
H 0.678 -1.754 0.564
H -0.420 -1.248 1.892
```

***

Record 9
C5H8O2 | the ωB97M-V functional and the def2-TZVPD basis

## Properties
HOMO level = -10.19 eV
E_tot = -345.72144 hartree
Spin multiplicity = 1
Energy relative to the best compared isomer or geometry (same formula, charge and spin) = 219.3 kJ/mol
Orbital gap = 11.12 eV
SMILES = O[C@H]1C[C@]2(CO2)C1

The geometry in XYZ format:
```
15
C5H8O2, DFT the ωB97M-V functional and the def2-TZVPD basis
O 2.034 1.049 -0.834
C 1.084 0.976 0.200
C 0.804 -0.457 0.731
C -0.527 -0.421 -0.014
C -1.689 -1.299 0.031
O -0.792 -1.314 -1.080
C -0.395 1.079 -0.264
H 1.785 0.407 -1.513
H 1.400 1.708 0.946
H 1.514 -1.223 0.403
H 0.690 -0.507 1.819
H -1.669 -2.192 0.656
H -2.680 -0.894 -0.177
H -0.538 1.400 -1.301
H -1.021 1.688 0.396
```

***

Record 10
C5H8O2 | the ωB97M-V functional and the def2-TZVPD basis

## Properties
HOMO level = -9.96 eV
E_tot = -345.69788 hartree
Spin multiplicity = 1
Energy relative to the best compared isomer or geometry (same formula, charge and spin) = 281.1 kJ/mol
Orbital gap = 10.89 eV

The geometry in XYZ format:
```
15
C5H8O2, DFT the ωB97M-V functional and the def2-TZVPD basis
O -0.908 0.919 0.755
C -1.405 -0.261 0.164
C -0.075 -1.005 -0.059
C 0.786 -0.668 1.214
C 0.738 0.704 0.571
O 1.054 1.958 0.896
C 0.747 0.074 -0.812
H 0.028 2.117 0.642
H -2.086 -0.775 0.852
H -1.932 -0.081 -0.788
H -0.121 -2.027 -0.433
H 0.344 -0.763 2.208
H 1.765 -1.154 1.167
H 0.282 0.624 -1.638
H 1.743 -0.281 -1.095
```